DFT (wB97M-V/def2-TZVPD) results for a cluster of 2 separate species, C4H5NO in total.

Each line ends with the Löwdin charge.
CARTESIAN COORDINATES (ANGSTROEM)
O: 0.8447 1.0054 -1.2917  -0.07
N: 1.3409 -0.2382 1.2236  0.29
C: -0.2587 -1.3868 -0.3802  -0.01
C: 0.5489 -0.4340 0.3744  -0.15
C: -1.0478 1.7119 0.1150  0.04
C: -0.1028 1.4811 -0.6457  -0.53
H: -0.9153 -0.8709 -1.0712  0.09
H: 1.8443 0.5277 1.6332  0.13
H: 0.4196 -2.0470 -0.9252  0.11
H: -0.8488 -1.9641 0.3343  0.11
H: -1.8249 2.2148 0.6336  0.00

Output
HOMO-LUMO gap (eV): 7.703
F_max (eV/Å): 0.77
E_tot (eV): -7761.9718
HOMO level (eV): -7.8
Lowest unoccupied orbital energy (eV): -0.06
Relative energy (zero: lowest compared OMol25 entry of this formula, charge and spin) (kJ/mol): 439.5